# 1
The following is a quantum chemistry calculation of a structure of composition C26H41AsN3O9P3Pd, from the OMol25 dataset.

Its total charge is -2. The HOMO-LUMO gap comes out at 0.189 hartree. As for the HOMO energy: -1.161 eV. Its largest force on an atom is 0.7 eV/Å. The molecular weight is 813.89 g mol⁻¹.

Last column: Löwdin charge in e.
CARTESIAN COORDINATES (ANGSTROEM)
Pd -0.28913 0.83138 0.58226  0.15
O 1.41681 2.36438 4.44321  -0.17
P 1.01227 2.22199 2.86733  0.16
O 0.47937 0.80164 2.71019  -0.41
O 2.18642 2.70032 2.08956  -0.33
O -0.20254 3.27010 2.76841  -0.31
P -1.84884 3.16007 2.70280  0.14
O -2.11630 1.95773 3.77255  -0.18
O -2.38059 4.41071 3.28783  -0.35
O -2.22119 2.68539 1.33896  -0.39
H 0.64616 2.13786 4.97821  0.05
H -1.94710 1.09182 3.37631  0.02
C 0.12802 7.15260 0.39318  -0.11
C 1.26041 6.35670 0.48427  -0.09
C 1.21848 5.02979 0.07768  -0.10
C 0.04403 4.49651 -0.44733  -0.33
C -1.09712 5.28524 -0.49928  -0.11
C -1.05320 6.60989 -0.08666  -0.10
As -0.01671 2.58935 -0.94711  1.29
C 1.65014 2.48396 -1.98275  -0.35
C 2.81947 2.45552 -1.21148  -0.13
C 4.04971 2.23828 -1.81412  -0.09
C 4.13312 2.00503 -3.18223  -0.13
C 2.97662 1.99063 -3.94439  -0.12
C 1.74126 2.23236 -3.34668  -0.12
C -1.33282 2.76950 -2.39486  -0.37
C -1.22692 3.65870 -3.46167  -0.13
C -2.20838 3.71141 -4.44191  -0.11
C -3.32205 2.88352 -4.34803  -0.12
C -3.45137 2.02079 -3.27187  -0.10
C -2.46061 1.96394 -2.29611  -0.11
H 0.15541 8.18201 0.73347  0.09
H 2.17692 6.75198 0.90673  0.09
H 2.08406 4.40270 0.23117  0.07
H -2.03936 4.85685 -0.81648  0.10
H -1.95919 7.20422 -0.10834  0.09
H 2.75854 2.56596 -0.13002  0.07
H 4.94340 2.22802 -1.20049  0.10
H 5.09549 1.82082 -3.64696  0.09
H 3.02563 1.79093 -5.00962  0.09
H 0.84709 2.20628 -3.95671  0.08
H -0.37490 4.32763 -3.52004  0.11
H -2.11080 4.40460 -5.26982  0.09
H -4.09569 2.92512 -5.10700  0.09
H -4.33174 1.39524 -3.17702  0.09
H -2.55954 1.31924 -1.42769  0.09
C -1.02927 -1.61846 4.40108  -0.10
C -1.42143 -2.11057 3.02224  -0.33
O -2.19270 -1.13959 2.30883  -0.12
H -0.46712 -2.39556 4.93038  0.07
H -1.91630 -1.37210 4.98950  0.07
H -0.40306 -0.73049 4.31605  0.05
H -2.06361 -2.99603 3.10821  0.10
H -0.53949 -2.39822 2.44246  0.09
H -1.57384 -0.57054 1.80807  0.02
C 3.06303 -5.01166 -0.81255  -0.12
N 2.08513 -4.24984 -1.56474  -0.32
C 2.41990 -4.05430 -2.95721  -0.13
P 0.93264 -3.33761 -0.78962  0.50
O 1.11958 -3.45292 0.67786  -0.29
N -0.55875 -3.91306 -1.28840  -0.31
C -0.68360 -5.30788 -1.66616  -0.13
C -1.66986 -3.49094 -0.43403  -0.12
N 1.03561 -1.85464 -1.48881  -0.29
C -0.12169 -1.08136 -1.91774  -0.13
C 2.14238 -1.00759 -1.01828  -0.09
H 3.13853 -6.03681 -1.19494  0.07
H 2.78122 -5.03840 0.23681  0.07
H 4.05333 -4.54635 -0.89178  0.08
H 2.55433 -5.02038 -3.45819  0.07
H 3.34930 -3.48084 -3.06666  0.08
H 1.63166 -3.50629 -3.47067  0.08
H 0.11403 -5.60528 -2.34446  0.06
H -1.64020 -5.45661 -2.17557  0.08
H -0.65955 -5.97995 -0.79596  0.08
H -1.54339 -2.46804 -0.08008  0.06
H -1.75097 -4.12876 0.45320  0.08
H -2.60265 -3.53834 -1.00245  0.08
H -0.84327 -1.72730 -2.41500  0.07
H 0.21600 -0.32041 -2.62768  0.08
H -0.59788 -0.53781 -1.08082  0.02
H 2.84267 -1.58548 -0.41458  0.08
H 1.73276 -0.19263 -0.39771  0.05
H 2.67634 -0.57546 -1.87024  0.08


# 2
The following is a quantum chemistry calculation of the molecule C4H5NO, from the OMol25 dataset.

The HOMO-LUMO gap comes out at 0.331 hartree. As for the HOMO energy: -9.463 eV. Its largest force on an atom is 5.2 eV/Å. The molecular weight is 83.09 g mol⁻¹. As for the SMILES: C#C[C@@H](C)N=O.

Last column: Löwdin charge in e.
CARTESIAN COORDINATES (ANGSTROEM)
C 0.16297 0.25112 -2.56338  0.13
C 0.38027 0.27259 -1.39254  -0.09
C -0.02636 -0.48538 0.80048  -0.07
C 0.65403 0.59377 0.05289  -0.45
N 1.94725 0.88305 0.45612  0.00
O 2.95790 0.82883 -0.26590  0.04
H 0.21099 -0.04513 -3.55885  0.02
H 0.50117 -1.44472 0.66429  0.10
H -0.99221 -0.62226 0.39008  0.07
H -0.04234 -0.32550 1.92180  0.11
H 0.04113 1.44315 0.21677  0.14


# 3
The following is a quantum chemistry calculation of a cluster of 2 separate species, C2H2Cl2O in total, from the OMol25 dataset.

The HOMO-LUMO gap (spin up / spin down) comes out at 0.279 / 0.279 hartree. As for the HOMO energy (spin up / spin down): -9.615 / -9.615 eV. Its largest force on an atom is 2.3 eV/Å. The molecular weight is 112.94 g mol⁻¹.

Last column: Löwdin charge in e.
CARTESIAN COORDINATES (ANGSTROEM)
C -0.92604 -0.11935 -0.21918  -0.65
C 0.42556 0.26882 -0.49854  -0.10
O -0.51730 1.16241 -0.69720  0.06
Cl -1.81151 -1.08543 -1.37698  0.70
Cl 1.62025 0.98658 1.92833  -0.25
H -1.29881 -0.16268 0.79560  0.12
H 1.33311 0.06171 -1.02444  0.13